(1)
The following is a quantum chemistry calculation of a 3-piece molecular cluster, C35H63F6INO5 overall in a non-equilibrium geometry, from the Open Molecules 2025 dataset.

Geometry as XYZ:
```
111
Properties=species:S:1:pos:R:3:forces:R:3:lowdin_charge:R:1
C -5.8693 -0.0097 -1.6385 -0.20 0.82 0.01 -0.16
C -5.5619 -1.2305 -2.6983 0.07 0.39 0.71 -0.25
C -6.0280 -2.6968 -2.1329 -0.34 -0.42 -1.14 -0.23
C -4.8616 -3.5485 -1.3576 -0.70 -0.23 0.56 -0.20
C -3.9346 -2.6796 -0.3218 0.94 -0.82 0.54 -0.21
C -4.5079 -2.5993 1.2181 0.85 1.00 -0.10 -0.21
C -5.8996 -1.7492 1.3912 -0.78 -1.28 1.05 -0.20
C -6.6746 -2.4073 2.7192 -0.31 0.70 -0.45 -0.22
C -6.1542 -1.7363 4.1304 -0.58 -0.63 -0.27 -0.21
C -4.7553 -2.4305 4.7069 -0.70 0.48 0.55 -0.22
C -3.6214 -1.2837 5.0030 -0.08 -0.98 -0.25 -0.23
C -2.0926 -1.9439 5.1512 -0.67 0.93 -1.29 -0.20
C -1.0491 -0.7346 4.7826 0.03 0.58 -0.04 -0.23
C 0.1933 -0.5405 5.8342 0.85 -0.42 0.79 -0.22
C 1.6887 -0.6574 5.1731 0.36 -0.73 -0.59 -0.22
C 1.8955 0.1557 3.7657 0.92 0.46 -0.61 -0.24
C 2.8580 1.5065 3.9036 0.00 -0.77 1.53 -0.21
C 4.3473 1.2994 3.2550 -0.30 0.21 -0.47 -0.22
C 4.4740 1.8523 1.6813 1.22 1.13 1.99 -0.69
I 3.0186 0.8319 0.3313 0.81 0.30 0.66 0.85
C 6.0335 1.6086 1.2524 -0.45 -1.16 -0.58 -0.15
C 6.6238 2.6180 0.1083 2.75 -1.95 -1.01 -0.42
C 6.3607 2.0333 -1.4369 0.48 0.57 0.02 -0.07
C 8.2888 2.5485 0.2778 -0.33 -0.26 1.13 -0.08
N 6.2717 4.0745 0.2704 -0.30 -0.90 3.80 -0.10
O 6.9490 4.5875 1.3457 -1.17 -0.95 -2.66 -0.05
C 4.8039 4.3307 0.4939 -2.45 2.44 -0.11 -0.41
C 3.8954 4.3007 -0.9102 0.96 -0.05 -0.74 -0.08
C 4.7000 5.9211 1.0060 -0.76 -0.17 -0.69 -0.07
C 4.1022 3.4465 1.6811 -0.45 0.00 -0.19 -0.17
H -5.0914 0.0804 -0.7601 -1.50 -0.39 -1.81 0.06
H -6.9434 -0.0854 -1.1276 2.28 0.01 -1.26 0.08
H -5.8326 1.0327 -2.2130 -0.09 -2.24 1.18 0.08
H -4.3930 -1.2196 -2.9166 -2.53 -0.14 0.29 0.11
H -6.1440 -0.9851 -3.6840 1.18 -0.55 1.84 0.10
H -6.3284 -3.3422 -3.0909 0.62 1.30 2.05 0.11
H -7.0428 -2.6013 -1.5123 2.37 -0.11 -1.17 0.11
H -5.4207 -4.3727 -0.7007 1.24 1.65 -1.40 0.12
H -4.2104 -4.1494 -2.1507 -1.31 1.57 1.74 0.10
H -2.8916 -3.2550 -0.2492 -2.16 1.27 -0.15 0.12
H -3.6713 -1.5941 -0.6788 -0.69 -2.15 0.47 0.10
H -3.6778 -2.0113 1.8422 -1.68 -1.29 -1.25 0.11
H -4.5698 -3.6716 1.7320 -0.10 2.24 -1.41 0.11
H -5.7422 -0.5975 1.5637 -0.10 -2.30 -0.35 0.11
H -6.6530 -1.8664 0.5035 1.74 0.11 1.49 0.08
H -7.8415 -2.2274 2.5764 2.43 -0.26 0.49 0.11
H -6.5209 -3.5744 2.7041 -0.24 2.29 0.14 0.11
H -7.0342 -1.9010 4.9186 2.02 0.56 -1.60 0.11
H -6.0103 -0.5768 3.9290 -0.28 -2.39 0.60 0.11
H -4.3945 -3.2877 3.9707 -0.60 1.98 1.58 0.10
H -5.0343 -2.9132 5.7420 0.65 0.66 -2.08 0.11
H -3.6750 -0.5166 4.0912 0.41 -1.60 2.02 0.11
H -3.9012 -0.7292 6.0025 0.54 -0.92 -2.06 0.12
H -1.8931 -2.4052 6.2080 -0.49 0.87 -2.06 0.11
H -2.0015 -2.7639 4.2907 -0.15 1.55 2.12 0.11
H -0.6721 -0.9372 3.6722 -0.64 0.59 2.47 0.11
H -1.6513 0.2960 4.7756 1.29 -2.29 -0.12 0.11
H 0.1256 -1.4012 6.6564 0.12 1.87 -1.70 0.11
H 0.1664 0.4790 6.4378 -0.29 -2.02 -1.43 0.11
H 1.9001 -1.8067 4.9290 -0.56 2.43 0.58 0.12
H 2.5626 -0.3284 5.9163 -2.10 -0.66 -1.41 0.11
H 2.4692 -0.5582 3.0207 -1.41 1.41 1.42 0.07
H 0.9118 0.5183 3.2464 1.71 -1.03 1.12 0.10
H 2.2847 2.4639 3.5528 1.34 -1.81 0.39 0.10
H 3.0228 1.6393 5.0784 -0.30 -0.09 -2.49 0.11
H 4.6853 0.1561 3.3143 -0.85 2.47 -0.17 0.13
H 5.1258 1.9310 3.8782 -1.48 -1.19 -1.37 0.12
H 6.7225 1.5483 2.2249 -1.59 0.60 -2.10 0.13
H 6.0847 0.5102 0.7871 0.00 2.37 0.96 0.13
H 5.2805 1.6113 -1.5891 2.11 0.94 0.21 0.03
H 7.1541 1.1769 -1.6797 -1.87 1.81 0.77 0.09
H 6.6168 2.9217 -2.1877 -0.81 -1.92 1.55 0.10
H 8.8155 3.4937 -0.1848 -1.11 -2.05 0.84 0.10
H 8.5220 2.5036 1.4477 -0.36 0.35 -2.67 0.09
H 8.6847 1.5386 -0.1638 -0.76 2.05 0.63 0.08
H 2.8130 4.7205 -0.7632 2.18 -0.96 0.08 0.07
H 4.4145 4.9980 -1.7257 -1.00 -1.39 1.85 0.11
H 3.8393 3.2348 -1.3918 0.02 2.04 1.07 0.02
H 3.6292 6.3196 0.6610 2.29 -0.85 0.95 0.09
H 4.8108 6.0232 2.1734 -0.08 -0.17 -2.51 0.09
H 5.4955 6.5580 0.4309 -1.45 -1.24 1.28 0.09
H 4.3800 3.9029 2.7252 -0.22 -0.93 -1.99 0.13
H 2.9249 3.6056 1.5643 2.63 -0.41 0.22 0.12
C 2.2985 3.8518 -6.4273 0.17 -0.11 0.33 -0.06
C 1.2677 4.9654 -6.4352 0.43 -0.14 -0.72 -0.21
O 0.5937 5.0376 -5.1695 0.32 0.98 1.70 0.01
C 1.2489 5.7167 -4.1754 2.01 0.26 -2.53 -0.32
O 2.3490 6.2439 -4.3153 -2.63 -1.10 0.86 0.14
C 0.4006 5.7585 -2.9044 -1.37 -0.06 2.25 -0.47
F -0.1608 4.5516 -2.6047 0.70 0.90 -0.61 0.14
F -0.6334 6.6425 -3.0069 1.02 -0.62 -0.36 0.14
F 1.1096 6.1292 -1.8011 -0.31 -0.26 -1.42 0.13
H 1.8360 2.9010 -6.1432 -0.02 0.13 -0.16 0.08
H 2.7578 3.7422 -7.4138 -0.10 0.04 0.11 0.08
H 3.0894 4.0511 -5.6973 -0.08 0.07 -0.17 0.08
H 0.5040 4.7516 -7.1902 -0.10 0.06 0.42 0.13
H 1.7166 5.9309 -6.6956 -0.07 -0.15 0.30 0.13
C -0.9018 -8.6131 -4.2558 -0.20 0.12 0.30 -0.07
C -0.4980 -7.6642 -5.3690 0.49 -0.68 0.13 -0.21
O -1.4511 -6.5976 -5.4929 -0.19 1.79 0.80 0.01
C -1.3056 -5.5541 -4.6162 2.45 -1.96 0.79 -0.32
O -0.4286 -5.4963 -3.7587 -2.30 0.34 -1.89 0.14
C -2.3498 -4.4721 -4.8912 -1.86 1.87 -0.28 -0.47
F -3.5992 -4.9830 -5.0902 1.23 0.04 0.25 0.14
F -2.0546 -3.7465 -6.0080 0.16 -0.87 0.86 0.14
F -2.4676 -3.5728 -3.8739 0.55 -1.17 -0.81 0.13
H -1.9221 -8.9780 -4.4121 0.18 -0.02 -0.11 0.08
H -0.2221 -9.4687 -4.2105 -0.07 0.13 -0.06 0.08
H -0.8898 -8.1095 -3.2840 0.13 -0.06 -0.15 0.08
H -0.4951 -8.2005 -6.3236 -0.24 0.36 0.06 0.13
H 0.5137 -7.2700 -5.2180 -0.31 0.13 0.08 0.13
```
Positions in Å, forces in eV/Å.

Output
Orbital gap (alpha / beta), eV: 9.301 / 8.809
HOMO level (alpha / beta), eV: -9.1 / -9.2
LUMO (alpha / beta), Eh: 0.0087 / -0.0134
Spin multiplicity: 2



(2)
The following is a quantum chemistry calculation of C35H63N6NaO2SSb as an isolated structure, from the Open Molecules 2025 dataset.

Geometry as XYZ:
```
109
Properties=species:S:1:pos:R:3:forces:R:3:lowdin_charge:R:1
Na 0.3320 0.8647 0.3271 0.10 -0.04 0.13 0.20
C -0.0507 1.4087 3.6758 -0.01 -0.05 0.00 -0.08
N -0.1065 0.1703 2.9069 0.02 0.02 -0.01 -0.20
C 0.8449 -0.7901 3.4308 -0.04 0.01 0.00 -0.10
C -1.4341 -0.3016 2.6853 -0.02 -0.04 0.04 -0.19
C -1.9028 -1.4704 3.2624 0.02 0.00 0.01 -0.06
C -3.1772 -1.9657 2.9855 -0.01 0.00 0.00 -0.14
C -3.9834 -1.2687 2.1020 0.01 0.04 0.03 -0.13
C -3.5364 -0.0897 1.5194 -0.05 -0.02 0.01 -0.05
C -2.2663 0.4506 1.7945 0.06 0.03 -0.03 -0.24
N -1.6959 1.5414 1.2007 -0.05 -0.05 0.07 0.03
C -2.3845 2.5742 0.6673 -0.07 0.05 -0.01 -0.24
C -3.7387 2.9141 0.9079 -0.01 -0.03 0.01 -0.05
C -4.3423 4.0093 0.3135 -0.01 0.01 0.00 -0.13
C -3.6380 4.8411 -0.5433 0.00 0.00 -0.01 -0.14
C -2.2855 4.5748 -0.7436 0.00 -0.01 -0.01 -0.06
C -1.6611 3.4905 -0.1560 0.04 0.06 -0.04 -0.20
N -0.2339 3.2960 -0.2875 -0.08 -0.05 -0.11 -0.22
C 0.4709 4.0103 0.7723 0.02 -0.05 0.03 -0.08
C 0.3067 3.6254 -1.5926 0.03 0.06 0.02 -0.12
H -0.2640 1.2224 4.7411 0.00 0.01 0.00 0.09
H -0.7766 2.1148 3.2810 0.01 0.00 0.00 0.07
H 0.9517 1.8360 3.5929 0.00 0.01 0.00 0.07
H 0.6434 -1.0612 4.4810 0.02 0.00 0.01 0.08
H 1.8394 -0.3442 3.3773 0.01 0.00 0.00 0.06
H 0.8522 -1.6963 2.8277 -0.02 -0.03 -0.01 0.07
H -1.2624 -2.0232 3.9381 0.01 0.01 0.00 0.10
H -3.5157 -2.8844 3.4486 -0.01 0.00 0.00 0.09
H -4.9668 -1.6464 1.8445 0.00 -0.01 0.00 0.09
H -4.1633 0.4021 0.7884 0.01 -0.01 0.00 0.10
H -4.3162 2.3071 1.5907 0.01 0.01 -0.01 0.09
H -5.3864 4.2124 0.5274 0.00 0.00 0.00 0.09
H -4.1130 5.6861 -1.0248 0.00 0.00 0.00 0.08
H -1.7043 5.2419 -1.3704 0.00 0.00 0.00 0.10
H 0.3290 5.0995 0.6889 0.00 0.00 -0.01 0.09
H 1.5388 3.7889 0.7235 0.01 0.00 0.00 0.04
H 0.0884 3.6831 1.7390 0.00 0.00 -0.01 0.08
H 0.3224 4.7064 -1.8077 0.00 0.00 0.00 0.08
H -0.2850 3.1257 -2.3580 -0.01 0.00 -0.03 0.06
H 1.3364 3.2626 -1.6564 0.00 0.00 0.00 0.08
N -1.6832 -2.7181 -0.0092 0.02 -0.06 0.02 0.03
C -0.4447 -3.2797 0.5184 -0.02 0.01 -0.06 -0.19
C 0.7747 -2.3862 0.2742 0.02 0.09 0.24 -0.67
O 1.8831 -2.8260 0.6600 0.06 0.00 -0.05 -0.05
O 0.5824 -1.2576 -0.2429 -0.02 0.08 -0.14 -0.11
H -1.5371 -1.7166 -0.1010 0.00 -0.01 -0.02 0.05
H -2.4279 -2.8241 0.6692 0.02 0.02 -0.01 0.04
H -0.2268 -4.2546 0.0711 0.01 -0.01 -0.01 0.11
H -0.4787 -3.4353 1.6041 0.00 -0.01 -0.01 0.10
C 1.0441 2.5291 -5.2651 0.05 -0.01 -0.04 -0.14
C 0.2259 1.2530 -5.4827 -0.04 0.01 0.04 -0.72
C -1.2501 1.6580 -5.5204 0.02 0.01 -0.01 -0.14
C 0.6259 0.6431 -6.8216 -0.02 0.01 0.00 -0.12
Sb 0.4580 -0.0093 -3.6688 0.09 -0.04 0.02 1.63
C 2.4245 -0.9602 -4.0169 -0.01 0.01 -0.08 -0.71
C 2.7968 -1.7078 -2.7362 -0.01 -0.02 -0.01 -0.14
C 2.5168 -1.9110 -5.2070 0.03 0.03 0.01 -0.11
C 3.4301 0.1742 -4.2120 0.03 -0.02 0.04 -0.14
C -0.9629 -1.6563 -4.0424 -0.02 0.00 0.02 -0.70
C -1.1621 -2.0758 -5.4958 -0.02 0.00 0.04 -0.12
C -2.2940 -1.1774 -3.4561 0.00 0.03 -0.02 -0.14
C -0.5050 -2.8644 -3.2239 -0.03 0.02 -0.03 -0.13
H 0.8159 3.2460 -6.0647 0.00 0.00 -0.01 0.08
H 2.1193 2.3440 -5.2900 -0.07 0.04 0.01 0.05
H 0.8112 3.0114 -4.3158 -0.03 0.01 0.04 0.05
H -1.4016 2.4174 -6.2983 0.00 0.00 0.00 0.08
H -1.5760 2.0934 -4.5714 -0.01 -0.01 0.00 0.07
H -1.9092 0.8203 -5.7475 0.00 -0.03 -0.01 0.05
H 0.3740 1.3434 -7.6299 0.00 0.00 0.00 0.08
H 0.1159 -0.2974 -7.0283 0.02 0.03 0.00 0.06
H 1.7003 0.4649 -6.8757 0.02 0.00 -0.01 0.06
H 2.1847 -2.5946 -2.5745 -0.02 0.01 0.02 0.07
H 2.6932 -1.0889 -1.8430 0.01 0.00 -0.01 0.06
H 3.8420 -2.0401 -2.8154 0.01 -0.01 0.01 0.08
H 1.8238 -2.7449 -5.1232 -0.05 -0.07 0.03 0.05
H 3.5292 -2.3361 -5.2522 0.01 0.01 0.00 0.08
H 2.3286 -1.4093 -6.1566 -0.01 -0.02 0.02 0.06
H 3.3891 0.8946 -3.3898 0.00 0.02 0.00 0.07
H 3.2725 0.7126 -5.1468 0.02 -0.04 -0.02 0.05
H 4.4474 -0.2397 -4.2407 0.00 -0.01 0.02 0.08
H -1.6001 -1.2856 -6.1067 -0.01 0.02 0.02 0.06
H -1.8541 -2.9276 -5.5245 0.00 0.00 0.00 0.08
H -0.2327 -2.3939 -5.9689 0.03 -0.01 -0.01 0.06
H -2.6736 -0.2825 -3.9538 -0.01 0.00 0.01 0.06
H -2.2017 -0.9656 -2.3898 -0.01 0.01 0.01 0.07
H -3.0457 -1.9683 -3.5651 0.00 0.00 0.00 0.09
H 0.3702 -3.3461 -3.6583 0.07 -0.02 -0.03 0.06
H -1.3146 -3.6032 -3.1966 0.01 -0.01 -0.01 0.09
H -0.2929 -2.5971 -2.1893 0.01 0.01 -0.02 0.04
C 4.9335 -3.0162 1.5231 0.00 0.01 0.00 -0.07
C 5.0224 -1.9970 0.3961 0.02 -0.01 0.01 -0.23
N 3.9974 -0.9743 0.5542 -0.03 -0.07 -0.02 0.03
C 4.2007 0.3310 0.5795 0.01 0.06 0.07 -0.83
S 3.0892 1.4514 1.1976 -0.02 -0.05 -0.09 0.67
N 5.4200 0.8030 0.1294 -0.01 0.01 -0.01 -0.03
C 5.9193 0.4492 -1.2025 -0.01 0.00 -0.02 -0.26
C 7.4349 0.3523 -1.2288 0.00 0.00 0.00 -0.09
H 5.6860 -3.7940 1.3790 0.00 0.00 0.00 0.07
H 3.9456 -3.4724 1.5386 -0.02 -0.01 0.00 0.06
H 5.1144 -2.5339 2.4853 0.00 0.00 0.00 0.08
H 4.8962 -2.4969 -0.5687 0.00 -0.01 -0.01 0.11
H 5.9977 -1.5131 0.4066 -0.01 -0.01 0.00 0.09
H 3.0553 -1.3614 0.7185 -0.04 0.00 0.00 0.09
H 5.4610 1.7963 0.3052 0.01 0.00 0.00 0.09
H 5.5816 1.1997 -1.9242 -0.01 0.01 -0.02 0.11
H 5.4664 -0.4900 -1.5109 0.00 -0.01 -0.01 0.09
H 7.8885 1.2936 -0.9130 0.00 0.00 0.00 0.07
H 7.7872 0.1287 -2.2372 0.00 0.00 0.00 0.07
H 7.7868 -0.4301 -0.5553 0.00 0.00 0.00 0.06
```
Positions in Å, forces in eV/Å.

Output
Total charge: -1
Orbital gap, eV: 5.473
HOMO level, eV: -3.4
LUMO, Eh: 0.0750